Record 1
112
Properties=species:S:1:pos:R:3:forces:R:3 method="wB97M-V/def2-TZVPD" spin_multiplicity=8 orbital_gap_ha="0.2609 / 0.2935" total_charge=+1 e_homo_ev="-9.57 / -10.45" max_force_ev_per_a=3.96 e_lumo_ha="-0.0907 / -0.0907"
Eu 16.7351 15.3133 10.8194 0.3397 -0.5675 0.7891
C 11.0195 11.6881 15.5124 0.7857 -0.5677 -0.1648
C 11.5550 11.9847 14.1411 1.0334 1.9590 -0.1304
C 10.7439 12.0203 13.0285 -0.4336 -0.4852 -1.3993
C 11.1607 12.5531 11.7904 0.1899 -0.1971 0.0004
C 12.4139 13.1429 11.6515 0.1229 -0.8900 0.4698
C 13.2258 13.1544 12.7810 1.2222 0.4690 -0.2471
C 12.8184 12.6151 13.9855 -0.2891 -0.4518 0.4280
S 13.2825 13.5096 10.0740 0.5315 -0.6210 1.6917
O 14.7285 13.7405 10.5212 -0.9299 0.2917 -0.7124
C 12.4740 14.9797 9.5495 -0.2488 0.5146 -1.9692
C 12.4268 15.0345 8.0881 0.7818 -1.1410 1.9690
C 11.6218 15.8964 7.4992 -0.3792 0.9000 -2.3962
C 10.9166 16.9231 8.1738 0.0833 0.4105 -0.9903
C 10.3210 17.9853 7.4445 0.2994 0.4384 0.0666
C 9.9746 19.1383 8.1620 -0.1790 -2.4674 -2.4655
C 10.0854 19.2313 9.5103 0.9108 -0.8446 1.7774
C 10.6329 18.1693 10.2116 -0.4328 -0.7291 2.4885
C 11.0172 16.9663 9.5651 0.7745 1.0685 -0.4419
C 11.7578 15.9143 10.2197 -0.5073 -0.0367 1.8004
C 11.4677 15.8559 11.6934 1.2395 1.2519 0.4894
C 10.1487 15.5663 12.0644 -1.3175 -0.5157 0.5710
C 9.2342 15.0385 11.1164 0.7161 -0.3892 -2.1752
C 7.9218 14.7919 11.3418 0.2121 0.5217 2.0838
C 7.4544 14.9885 12.6808 1.0182 0.0479 0.7078
C 8.3415 15.3826 13.6848 -1.1571 0.1358 -1.0949
C 9.6599 15.7704 13.4038 1.0576 -0.7732 -1.5693
C 10.5851 16.2191 14.3454 1.3512 0.3465 0.4308
C 11.9209 16.4556 14.0277 -1.5902 0.4136 0.9322
C 12.3118 16.3533 12.6828 0.5325 -0.0516 0.0905
S 13.9285 17.1381 12.5232 -0.3869 -0.8484 0.5297
O 14.6992 16.4978 11.4152 0.2384 0.0641 -0.5034
C 13.3728 18.6848 11.9010 0.9484 -0.3915 -0.9327
C 13.6879 19.0006 10.6140 -0.0545 0.0870 -1.5559
C 13.3564 20.2664 10.1361 0.2722 -0.4052 2.1107
C 12.9579 21.2381 11.0633 0.0945 1.4887 -1.8192
C 12.8836 22.6862 10.6004 1.1704 1.1286 0.8657
C 12.6339 20.9108 12.3600 0.4162 -1.5826 -1.3952
C 12.8026 19.6057 12.7132 -1.0500 -1.1341 3.4662
H 11.7865 11.1367 16.1353 -1.0911 0.5938 -0.5433
H 10.1019 11.1209 15.3538 0.0387 -0.1309 0.6131
H 10.7803 12.6667 15.9597 0.0480 -0.4984 0.1465
H 9.7712 11.5174 13.0154 0.2044 0.3429 0.2739
H 10.4820 12.4776 10.9545 -0.0510 -0.0342 -0.1476
H 14.2320 13.6060 12.6404 -0.7530 -0.4707 0.4947
H 13.4895 12.6524 14.8493 -0.1646 0.0696 -0.3195
H 12.9997 14.3322 7.5029 0.1158 -0.1270 0.0157
H 11.6563 15.9134 6.4000 -0.3740 0.0433 0.4429
H 10.2564 17.9246 6.3143 -0.0076 0.1361 1.6206
H 9.4884 19.8836 7.6261 -0.5518 1.5393 -0.8542
H 9.7913 20.1596 9.9529 -0.0572 0.1953 0.6250
H 10.7600 18.1282 11.3648 -0.3977 0.6713 -2.1836
H 9.6074 14.7855 10.0871 -0.2753 0.4230 1.1244
H 7.2832 14.4253 10.5754 -0.4116 -0.2195 -0.4392
H 6.4347 14.7669 12.9568 -0.1026 -0.0475 -0.0665
H 8.0452 15.4718 14.7082 -0.4961 -0.0230 0.4104
H 10.3145 16.4299 15.3625 -0.4411 -0.1664 0.3422
H 12.5403 16.8605 14.8714 -0.1972 -0.5641 -1.2822
H 14.1479 18.2587 9.9589 -0.1917 0.1632 0.1742
H 13.4643 20.4801 9.1121 0.2568 0.4838 -1.0756
H 12.9987 22.7776 9.5057 -0.1787 0.0040 0.5620
H 13.7262 23.3432 11.0944 -1.3530 -1.4336 -0.9507
H 11.9648 23.1787 10.9480 0.0785 -0.2118 -0.3298
H 12.1820 21.5772 13.0011 -0.6877 1.5301 1.3444
H 12.4714 19.1882 13.7147 0.4115 1.0170 -0.9880
O 19.2123 16.1070 11.1936 0.1279 -1.5570 -0.4626
C 19.7961 17.1549 10.4904 -0.6363 2.7064 1.6820
C 20.4190 18.0429 11.5994 0.8360 0.9329 -0.4204
C 19.8607 18.4134 12.7995 -1.1189 -2.1948 -0.9024
C 20.6453 19.2781 13.5497 0.4064 0.5784 1.0095
C 21.7710 19.6267 12.8962 0.8333 1.0095 -0.1077
S 21.9205 18.8769 11.3978 -0.1437 -0.3434 -0.7197
C 20.8114 16.7988 9.4667 1.0924 -1.7898 -0.2227
C 21.6709 15.7061 9.5919 -0.1832 0.6690 0.1116
C 22.6170 15.6812 8.5456 0.9507 -0.5168 -1.1547
C 22.4410 16.6669 7.5957 0.3510 -0.5546 0.4570
S 21.1729 17.6968 8.0386 -0.5244 0.0616 0.3143
C 18.6105 17.9218 9.9076 0.0308 0.1663 -1.1289
C 17.9746 17.5764 8.7388 -0.6423 0.7986 0.5012
C 16.8631 18.4686 8.4301 1.0412 -1.9136 -0.6500
C 16.7616 19.4763 9.3138 -0.5394 0.2290 0.7110
S 17.9504 19.3858 10.5587 -0.1477 -0.3015 -0.1388
H 18.9431 17.8793 13.0478 0.0356 0.5244 0.5106
H 20.5408 19.6457 14.5596 -0.7213 -0.0907 -0.0069
H 22.4558 20.4103 13.2077 0.1224 -0.4576 -0.0329
H 21.6699 14.9459 10.3970 -0.2054 0.8145 -0.4775
H 23.4445 14.9542 8.4211 -0.7748 0.3940 0.2869
H 23.0077 16.7978 6.6699 -0.2773 0.0948 0.5143
H 18.2772 16.7327 8.1283 -0.0622 0.1926 0.0385
H 16.2354 18.1999 7.5786 -0.0926 0.6183 0.3114
H 15.9123 20.1453 9.4315 0.5287 0.1496 -0.1789
N 20.5938 14.9760 13.1447 0.6015 0.0053 0.1428
C 19.5016 14.9838 14.1967 -0.0615 -0.7835 -1.1436
C 18.1899 14.7517 13.4058 -0.6960 -0.2278 -0.4200
O 17.1622 15.4742 13.5296 0.7695 0.1299 0.0684
O 18.2545 13.8397 12.5331 0.0512 0.0775 -0.1078
H 21.4445 15.3813 13.5436 -0.2782 -0.1899 -0.2624
H 19.9009 15.6943 11.8368 -0.4929 0.1278 0.0484
H 20.8515 14.0541 12.7021 -0.8417 1.0903 1.3601
H 19.4336 15.9098 14.7657 0.4095 0.2000 -0.4317
H 19.6873 14.1842 14.9086 -0.2905 -0.2023 0.1085
S 17.5087 14.3817 7.5834 -1.6710 1.1314 -1.0002
C 18.4053 13.4467 8.5272 2.2219 -0.4015 0.9053
N 19.7481 13.4573 8.5298 -0.0666 -3.4001 2.0212
C 20.3978 12.2290 9.1536 -0.9787 0.7794 -0.6304
C 19.5419 11.9716 10.3729 -0.3209 0.2186 0.7675
S 17.8335 12.3991 9.7725 0.0406 -0.8719 0.6448
H 20.2867 14.0041 7.9502 0.9803 1.5558 -1.7391
H 21.4208 12.4507 9.4583 0.0059 -0.0290 -0.3595
H 20.3295 11.3612 8.4509 0.2919 0.7735 0.3922
H 19.8075 12.6498 11.2291 -0.5294 -0.6317 -0.8105
H 19.5825 10.9131 10.7018 -0.1891 0.6956 -0.2038



Record 2
115
Properties=species:S:1:pos:R:3:forces:R:3 method="wB97M-V/def2-TZVPD" relative_energy_kcal_mol=3.1 orbital_gap_ha=0.2434 total_charge=0 e_homo_ev=-7.22 max_force_ev_per_a=0.88 e_lumo_ha=-0.0220
Ti -0.7308 -0.4818 0.2363 0.4463 0.2498 -0.7211
S -1.1784 1.1839 -1.5204 -0.0126 -0.0403 0.2215
C -2.6149 0.5326 -2.2517 -0.0344 0.1667 0.0778
C -3.5319 1.3762 -2.8754 0.0375 0.0915 0.0211
C -4.6706 0.8730 -3.4837 -0.1944 0.1419 -0.1280
C -5.6105 1.7830 -4.0951 0.1190 -0.1170 0.0855
N -6.3466 2.5265 -4.5720 0.0742 -0.0652 0.0369
C -4.8991 -0.5103 -3.4830 -0.1897 -0.1125 -0.1468
C -3.9867 -1.3552 -2.8670 0.0674 -0.0551 0.0656
C -2.8470 -0.8512 -2.2419 -0.0846 -0.1317 0.0156
S -1.7540 -1.9418 -1.4058 -0.2627 0.2533 0.2106
C -6.0753 -1.0694 -4.1057 0.1342 0.0841 0.1084
N -7.0114 -1.5299 -4.5892 0.0920 0.0219 0.0242
H -3.3594 2.4453 -2.8674 -0.0014 -0.0316 0.0046
H -4.1749 -2.4209 -2.8494 -0.0170 0.0054 -0.0071
C -0.5842 -0.3031 3.9106 -0.0286 -0.1508 -0.0326
N 0.4253 -1.2948 3.5475 0.0073 0.1067 0.2416
C 0.4207 -2.5312 4.3141 0.0549 0.0043 -0.0075
C 1.3342 -1.0411 2.5923 -0.0651 0.1212 -0.4276
N 1.0266 -0.3547 1.4707 0.3226 -0.1522 0.2226
C 2.0196 0.6616 1.1974 -0.1474 -0.1382 -0.1152
C 2.2664 1.5087 2.2542 0.0740 0.0110 0.1633
C 3.2779 2.4798 2.2319 -0.0441 -0.0176 -0.0111
C 4.0474 2.5996 1.1163 0.0103 -0.0219 0.0196
C 3.8019 1.7944 -0.0223 -0.0499 -0.0019 0.0049
C 4.6336 1.9868 -1.1515 -0.0056 -0.0072 0.0153
C 4.4002 1.2791 -2.2888 -0.0555 -0.0155 -0.0135
C 3.3234 0.3842 -2.3440 -0.0496 -0.0534 0.0289
C 2.4896 0.1177 -1.2631 -0.0912 0.0875 -0.0829
N 1.3531 -0.6721 -1.4532 0.2765 0.0722 0.2980
C 1.4294 -1.5460 -2.4624 -0.1813 -0.0161 0.2073
N 2.4054 -2.4936 -2.5349 0.1067 -0.1674 -0.0620
C 3.1908 -2.8732 -1.3796 -0.0687 0.0048 -0.1532
C 3.0061 -2.8741 -3.8054 -0.0360 0.0029 0.0680
N 0.5217 -1.5664 -3.4577 0.2024 -0.0287 -0.1275
C 0.0296 -0.3378 -4.0616 0.0091 -0.0934 -0.0176
C 0.0400 -2.7952 -4.0625 0.0527 0.0285 -0.0666
C 2.7416 0.8296 -0.0311 0.0075 -0.0338 0.0241
N 2.5852 -1.5183 2.8132 0.0856 0.0093 -0.0016
C 3.5082 -1.7760 1.7248 -0.0682 0.1309 0.0716
C 3.2200 -1.3931 4.1163 -0.0267 -0.0990 -0.0127
H -1.2446 -0.7471 4.6530 0.0185 0.0094 -0.0060
H -1.1970 -0.0150 3.0637 -0.0529 0.0080 -0.0894
H -0.1243 0.5861 4.3420 0.0313 0.0168 0.0157
H -0.5943 -2.9325 4.3088 0.0484 0.0056 0.0101
H 0.7260 -2.3820 5.3521 0.0398 0.0390 0.0119
H 1.0791 -3.2598 3.8485 0.0471 0.0158 -0.0093
H 1.6464 1.4135 3.1389 0.0219 -0.0018 -0.0066
H 3.4309 3.1206 3.0911 0.0003 -0.0210 -0.0027
H 4.8513 3.3241 1.0676 -0.0166 -0.0078 -0.0032
H 5.4328 2.7155 -1.0940 -0.0307 -0.0145 0.0106
H 5.0093 1.4353 -3.1712 -0.0186 -0.0197 0.0146
H 3.0891 -0.0692 -3.2999 0.0164 -0.0156 0.0031
H 2.5656 -2.8712 -0.4978 -0.0615 -0.0942 -0.1927
H 4.0432 -2.2000 -1.2357 0.0179 0.0049 0.0197
H 3.5643 -3.8865 -1.5311 0.0002 -0.0041 -0.0231
H 2.5996 -2.2772 -4.6155 -0.0665 0.0245 -0.0279
H 2.8511 -3.9318 -4.0302 -0.0154 0.0036 0.0081
H 4.0817 -2.6851 -3.7516 0.0061 0.0031 -0.0043
H 0.4093 -0.2665 -5.0872 -0.0174 -0.0418 -0.0012
H 0.3609 0.5193 -3.4864 0.0378 -0.0451 -0.0188
H -1.0605 -0.3364 -4.0938 0.0688 -0.0135 -0.0108
H 0.3601 -3.6531 -3.4763 0.0053 0.0241 0.0012
H 0.3827 -2.9073 -5.0951 0.0455 0.0027 -0.0050
H -1.0518 -2.7715 -4.0626 0.0325 0.0084 -0.0058
H 2.9546 -1.8683 0.8002 0.0355 0.1596 0.2364
H 4.0425 -2.7076 1.9232 -0.0127 -0.0095 0.0114
H 4.2346 -0.9652 1.6197 0.0177 0.0114 0.0060
H 2.5481 -0.9235 4.8261 -0.0942 0.0017 0.0362
H 4.1029 -0.7567 4.0140 0.0062 -0.0071 -0.0068
H 3.5328 -2.3639 4.5069 -0.0109 -0.0063 -0.0027
C -0.0271 5.7904 -1.2835 -0.0012 -0.0208 0.0409
C -1.3289 5.6409 -0.8165 0.0168 0.0073 -0.0201
C -1.6493 4.6004 0.0417 -0.0331 0.0235 -0.0361
C -0.6755 3.6867 0.4343 0.0430 -0.0173 0.0201
C 0.6288 3.8499 -0.0274 -0.0114 0.0214 -0.0473
C 0.9547 4.8972 -0.8820 -0.0451 -0.0214 0.0345
P -0.9858 2.2529 1.5318 -0.6016 0.1567 -0.2125
C -1.2380 3.1073 3.1478 0.2309 -0.1193 0.0325
C -0.5386 4.2798 3.4391 0.0402 -0.0360 0.0364
C -0.6743 4.9008 4.6748 0.0166 -0.0444 -0.0366
C -1.5047 4.3554 5.6427 -0.0215 -0.0259 -0.0019
C -2.1985 3.1832 5.3688 0.0258 0.0085 -0.0244
C -2.0638 2.5622 4.1346 -0.0390 0.0613 0.0029
C -2.6578 1.5809 1.2265 0.0647 0.1320 0.0340
C -3.8481 2.2853 1.3837 -0.1214 -0.1443 0.1404
C -5.0595 1.6513 1.1422 0.0263 0.0375 0.0231
C -5.0652 0.3111 0.7753 0.0282 0.0363 -0.0156
C -3.8725 -0.3817 0.6165 -0.0207 0.0157 -0.0225
C -2.6368 0.2380 0.8172 -0.2631 0.3860 0.1013
H 0.2174 6.6013 -1.9585 -0.0086 -0.0124 0.0124
H -2.0997 6.3363 -1.1268 0.0259 -0.0190 0.0061
H -2.6700 4.4921 0.3833 0.0136 -0.0102 -0.0086
H 1.3948 3.1442 0.2701 -0.0173 0.0091 -0.0188
H 1.9722 5.0035 -1.2402 -0.0294 -0.0144 0.0162
H 0.1091 4.7186 2.6894 -0.0132 0.0139 0.0041
H -0.1306 5.8157 4.8775 -0.0194 -0.0180 -0.0147
H -1.6199 4.8446 6.6022 0.0118 -0.0167 -0.0236
H -2.8558 2.7544 6.1162 0.0162 0.0090 -0.0332
H -2.6316 1.6624 3.9291 -0.0097 0.0141 -0.0139
H -3.8380 3.3131 1.7285 0.0075 -0.0228 0.0067
H -5.9915 2.1935 1.2533 0.0426 -0.0252 -0.0042
H -6.0069 -0.1992 0.6035 0.0409 0.0234 0.0114
H -3.9124 -1.4238 0.3277 0.0107 -0.0392 -0.0461
F -3.1258 -1.7196 2.9382 0.0427 0.0848 -0.0268
C -2.3063 -2.6136 2.3465 -0.0166 0.1237 0.0799
C -1.2896 -2.2336 1.4869 -0.0417 -0.3880 -0.1450
C -0.5100 -3.2994 1.0833 0.0496 0.0770 0.0395
F 0.5266 -3.0368 0.2327 0.0599 -0.0136 -0.0873
C -0.6825 -4.6211 1.4223 0.0296 -0.0826 0.0094
F 0.1340 -5.5763 0.9640 0.0238 -0.0215 -0.0086
C -1.7364 -4.9427 2.2534 -0.0335 -0.1159 0.0590
F -1.9469 -6.2058 2.6240 -0.0170 -0.0324 0.0091
C -2.5475 -3.9278 2.7190 -0.0541 -0.0548 0.0296
F -3.5470 -4.2242 3.5554 -0.0143 -0.0051 0.0272